Entry 1:
This record from OMol25 describes a molecular structure, C2H4EuO2 in a non-equilibrium geometry. The level of theory is wB97M-V/def2-TZVPD.

Calculated values
2S+1 = 9
energy relative to the best compared isomer or geometry (same formula, charge and spin) = 0.0 kcal per mole
net charge = +1
Kohn-Sham gap (spin up / spin down) = 8.080 / 7.032 eV
highest occupied orbital energy (spin up / spin down) = -12.586 / -13.608 eV

Geometry as XYZ:
```
9
Properties=species:S:1:pos:R:3:forces:R:3
H 0.834286 -2.810950 0.183365 -1.744 -1.065 -0.650
O -0.749801 0.055712 0.750186 0.120 0.942 -0.130
C -0.301742 1.213441 0.538929 -0.826 -0.655 -0.376
C 0.693203 1.433089 -0.437073 0.353 0.250 0.067
H -0.797663 2.078300 1.004234 0.370 -0.232 0.282
H 1.108061 2.431978 -0.561813 -0.061 -0.304 -0.137
H 1.040444 0.593683 -1.040593 0.059 0.288 0.198
O -0.060410 -3.153427 -0.134427 1.075 1.717 0.554
Eu -1.766379 -1.841826 -0.302809 0.652 -0.940 0.190
```
Forces are in eV/Å.

From a Löwdin analysis of the wavefunction, the atomic charges in e read: atom 1 (H): -0.014, atom 2 (O): -0.201, atom 3 (C): -0.262, atom 4 (C): 0.188, atom 5 (H): 0.137, atom 6 (H): 0.092, atom 7 (H): 0.091, atom 8 (O): -0.610, atom 9 (Eu): 1.579

=====

Entry 2:
This record from OMol25 describes a molecular structure, C22H30N5O8S3. The level of theory is wB97M-V/def2-TZVPD.

Calculated values
energy relative to the best compared isomer or geometry (same formula, charge and spin) = 0.0 kcal per mole
net charge = -1
Kohn-Sham gap = 8.432 eV
highest occupied orbital energy = -6.231 eV

Geometry as XYZ:
```
68
Properties=species:S:1:pos:R:3:forces:R:3
N 2.205345 -4.141060 0.766284 0.053 -0.075 -0.276
C 3.401142 -3.518884 0.424806 -0.539 0.188 0.314
O 4.258887 -4.078910 -0.208498 0.571 -0.275 -0.012
C 3.612952 -2.129485 1.011873 -0.033 0.085 -0.235
C 2.458590 -1.133988 0.893160 0.115 0.000 0.216
S 1.911588 -0.775934 -0.773770 0.005 -0.226 0.114
O 1.206712 0.495639 -0.695688 -0.097 0.009 0.041
O 3.077516 -0.789364 -1.623388 -0.037 0.008 0.005
N 0.938324 -2.027074 -0.920255 0.050 0.120 -0.164
S 0.103338 -2.385705 -2.237512 -0.093 0.184 0.149
O 0.608487 -1.722942 -3.415788 0.025 -0.069 -0.033
O -0.047996 -3.822408 -2.259843 0.038 -0.075 -0.039
C -1.564593 -1.730283 -1.971609 -0.121 0.019 -0.178
C -1.748824 -0.775803 -0.802096 -0.106 0.061 -0.012
C -1.644041 -1.409124 0.596703 -0.022 -0.031 -0.045
C -2.983884 -1.612147 1.314943 0.067 0.178 0.035
S -3.677402 -3.232325 1.176408 0.291 -0.052 0.030
O -5.028537 -3.183780 1.631336 -0.162 -0.010 0.105
O -3.350750 -3.854495 -0.070749 -0.133 0.019 -0.098
O -2.806019 -3.997558 2.289870 -0.042 -0.154 -0.077
H 1.410167 -3.559307 0.505834 -0.005 0.041 0.079
H 2.150073 -5.020424 0.262017 -0.069 0.072 0.026
H 3.798198 -2.255659 2.083681 0.105 -0.098 -0.060
H 4.517890 -1.743255 0.544392 -0.095 0.085 0.015
H 2.757398 -0.172004 1.318230 0.011 -0.044 -0.062
H 1.577658 -1.487909 1.430928 -0.006 0.104 0.012
H -1.788253 -1.196690 -2.895914 -0.006 -0.049 0.030
H -2.232189 -2.589830 -1.902294 0.118 -0.020 0.064
H -2.746916 -0.334376 -0.913356 0.067 0.024 -0.054
H -1.032490 0.042918 -0.896438 -0.010 -0.118 0.080
H -1.038745 -0.764365 1.237864 0.038 -0.043 -0.060
H -1.114016 -2.361101 0.524371 0.018 0.074 0.102
H -2.880660 -1.454642 2.389851 -0.128 -0.058 -0.006
H -3.776832 -0.948331 0.961796 0.097 -0.010 -0.056
H -2.413761 -4.771969 1.855030 0.035 0.133 0.043
N 3.297423 5.477245 0.681464 0.001 -0.001 -0.057
C 3.914150 5.682622 -0.481821 0.000 -0.010 0.019
C 3.953929 4.751720 -1.509754 -0.003 -0.012 0.000
C 3.318591 3.531895 -1.326627 0.017 0.028 -0.010
C 2.670781 3.303446 -0.124563 -0.020 -0.069 0.028
C 2.687332 4.300398 0.839173 0.014 0.044 0.064
H 4.405095 6.644413 -0.595636 0.002 -0.003 -0.012
H 4.473751 4.980773 -2.431066 0.005 0.011 0.005
H 3.322707 2.769176 -2.095220 -0.005 -0.010 0.009
H 2.159688 2.366401 0.052657 -0.021 0.020 -0.037
H 2.189748 4.131833 1.787749 0.017 0.021 0.007
N 1.822879 2.647196 3.869987 -0.020 0.014 -0.030
C 1.252283 1.464134 4.082151 0.013 -0.002 -0.025
C 1.290219 0.806161 5.303221 0.005 -0.004 0.009
C 1.956495 1.409996 6.357401 0.002 0.004 -0.005
C 2.556646 2.641349 6.147197 0.002 -0.011 0.003
C 2.462181 3.216268 4.887905 -0.007 -0.026 0.005
H 0.746581 1.021276 3.230375 -0.004 -0.002 0.002
H 0.810872 -0.156625 5.418109 0.002 -0.002 -0.007
H 2.009988 0.927569 7.325184 -0.001 0.000 -0.001
H 3.091424 3.148350 6.939073 0.000 0.003 -0.003
H 2.922852 4.176843 4.682337 0.000 0.000 0.006
N -3.954565 0.015939 -3.894753 -0.004 0.028 0.058
C -4.493824 1.231043 -3.856015 -0.004 -0.014 -0.027
C -5.442701 1.675895 -4.765296 -0.003 -0.003 -0.008
C -5.850065 0.811317 -5.768901 0.005 -0.002 0.004
C -5.293143 -0.456036 -5.820808 -0.004 0.008 -0.003
C -4.351756 -0.804888 -4.862468 0.018 -0.008 0.014
H -4.145473 1.880754 -3.060208 -0.007 0.004 -0.002
H -5.847261 2.676011 -4.686087 0.004 0.001 0.003
H -6.587159 1.121099 -6.499073 0.000 0.000 0.001
H -5.577160 -1.164191 -6.587452 0.003 -0.003 0.003
H -3.890864 -1.786811 -4.870411 -0.003 0.000 -0.005
```
Forces are in eV/Å.

From a Löwdin analysis of the wavefunction, the atomic charges in e read: atom 1 (N): 0.136, atom 2 (C): -0.550, atom 3 (O): 0.067, atom 4 (C): -0.137, atom 5 (C): -0.254, atom 6 (S): 0.520, atom 7 (O): -0.362, atom 8 (O): -0.311, atom 9 (N): -0.355, atom 10 (S): 0.522, atom 11 (O): -0.332, atom 12 (O): -0.347, atom 13 (C): -0.237, atom 14 (C): -0.214, atom 15 (C): -0.210, atom 16 (C): -0.232, atom 17 (S): 0.590, atom 18 (O): -0.285, atom 19 (O): -0.273, atom 20 (O): -0.165, atom 21 (H): 0.051, atom 22 (H): 0.099, atom 23 (H): 0.119, atom 24 (H): 0.115, atom 25 (H): 0.094, atom 26 (H): 0.084, atom 27 (H): 0.072, atom 28 (H): 0.079, atom 29 (H): 0.103, atom 30 (H): 0.088, atom 31 (H): 0.105, atom 32 (H): 0.097, atom 33 (H): 0.103, atom 34 (H): 0.106, atom 35 (H): 0.096, atom 36 (N): 0.036, atom 37 (C): -0.184, atom 38 (C): -0.086, atom 39 (C): -0.062, atom 40 (C): -0.056, atom 41 (C): -0.155, atom 42 (H): 0.091, atom 43 (H): 0.093, atom 44 (H): 0.112, atom 45 (H): 0.072, atom 46 (H): 0.074, atom 47 (N): 0.061, atom 48 (C): -0.144, atom 49 (C): -0.072, atom 50 (C): -0.087, atom 51 (C): -0.078, atom 52 (C): -0.150, atom 53 (H): 0.102, atom 54 (H): 0.100, atom 55 (H): 0.102, atom 56 (H): 0.097, atom 57 (H): 0.106, atom 58 (N): 0.066, atom 59 (C): -0.148, atom 60 (C): -0.080, atom 61 (C): -0.090, atom 62 (C): -0.075, atom 63 (C): -0.141, atom 64 (H): 0.105, atom 65 (H): 0.097, atom 66 (H): 0.100, atom 67 (H): 0.098, atom 68 (H): 0.110